1.
10
Properties=species:S:1:pos:R:3 method="wB97M-V/def2-TZVPD" e_homo_ha="-0.0015 / -0.0015" energy_ha=-1171.6563 charge=-2 homo_lumo_gap_ev="6.107 / 6.108" e_above_lowest_kcal_mol=98.3 lumo_energy_ev="6.1 / 6.1"
N 1.535 0.283 -0.752
O 0.885 1.074 1.635
O -2.555 0.395 0.656
O 1.244 -2.752 1.261
O -1.368 -0.064 -1.539
O -1.062 2.125 -0.519
P 0.558 0.305 0.428
S -1.393 0.717 -0.305
H 0.841 -0.006 -1.408
H 1.315 -2.077 0.542


2.
10
Properties=species:S:1:pos:R:3 method="wB97M-V/def2-TZVPD" e_homo_ha=-0.4302 energy_ha=-1171.7381 homo_lumo_gap_ev=11.725 e_above_lowest_kcal_mol=22.2 lumo_energy_ev=0.0
N -1.441 0.106 1.274
O 0.322 1.179 -0.421
O 2.741 0.597 0.035
O 1.651 -0.356 -1.989
O -1.165 -0.687 -1.386
O 0.837 -0.922 0.235
P -0.580 -0.160 -0.175
S 1.587 0.137 -0.654
H -2.376 0.454 0.883
H -1.577 -0.347 2.198


3.
5
Properties=species:S:1:pos:R:3 method="wB97M-V/def2-TZVPD" e_homo_ha="-0.1079 / -0.1080" energy_ha=-529.3158 charge=-1 homo_lumo_gap_ev="7.292 / 7.291" e_above_lowest_kcal_mol=18.2 lumo_energy_ev="4.4 / 4.4"
N -0.576 0.883 -0.876
O -1.341 1.748 -0.459
S 0.655 -1.214 0.882
H -0.665 -0.141 -0.353
H 1.927 -1.275 0.806


4.
5
Properties=species:S:1:pos:R:3 method="wB97M-V/def2-TZVPD" e_homo_ha="-0.1035 / -0.1035" energy_ha=-529.3046 charge=-1 homo_lumo_gap_ev="7.083 / 7.085" e_above_lowest_kcal_mol=25.3 lumo_energy_ev="4.3 / 4.3"
N -0.787 -0.486 1.390
O -1.915 -0.527 0.855
S 1.462 -0.805 -0.176
H -0.335 0.593 1.580
H 1.016 -1.692 0.674


5.
6
Properties=species:S:1:pos:R:3 method="wB97M-V/def2-TZVPD" e_homo_ha=-0.1298 energy_ha=-927.5316 charge=-1 homo_lumo_gap_ev=7.269 e_above_lowest_kcal_mol=34.3 lumo_energy_ev=3.7
N -0.961 0.480 -0.502
O -1.112 0.445 -1.742
S 1.776 -0.412 0.630
S -1.758 1.307 0.592
H 1.696 -1.786 1.018
H 0.359 -0.034 0.004


6.
6
Properties=species:S:1:pos:R:3 method="wB97M-V/def2-TZVPD" e_homo_ha=-0.1336 energy_ha=-927.5586 charge=-1 homo_lumo_gap_ev=7.537 smiles="N=[S@@H]([O-])=S" e_above_lowest_kcal_mol=17.4 lumo_energy_ev=3.9
N -0.854 -0.167 -0.879
S 0.236 -0.203 0.207
O 0.671 -1.576 0.215
S 1.636 1.096 0.063
H -1.480 0.649 -1.116
H -0.208 0.201 1.510


7.
6
Properties=species:S:1:pos:R:3 method="wB97M-V/def2-TZVPD" e_homo_ha="-0.1489 / -0.1115" energy_ha=-927.4662 charge=-1 homo_lumo_gap_ev="7.593 / 5.826" e_above_lowest_kcal_mol=75.3 lumo_energy_ev="3.5 / 2.8"
N -0.321 -0.604 -1.123
O 1.094 -1.059 0.862
S 1.320 1.697 -0.234
S 0.392 -0.049 0.141
H -0.401 0.010 -1.919
H -2.084 0.004 2.273


8.
5
Properties=species:S:1:pos:R:3 method="wB97M-V/def2-TZVPD" e_homo_ha=-0.1560 energy_ha=-493.1135 charge=-1 homo_lumo_gap_ev=9.306 smiles="O=[PH2][O-]" e_above_lowest_kcal_mol=5.0 lumo_energy_ev=5.1
O -0.609 0.836 1.118
P -0.007 -0.007 -0.004
O 0.244 -1.434 0.302
H 1.098 0.634 -0.207
H -0.725 -0.028 -1.209


9.
5
Properties=species:S:1:pos:R:3 method="wB97M-V/def2-TZVPD" e_homo_ha=-0.1541 energy_ha=-493.1097 charge=-1 homo_lumo_gap_ev=9.249 smiles="O=[PH2][O-]" e_above_lowest_kcal_mol=7.4 lumo_energy_ev=5.1
O 0.850 -1.222 0.009
P 0.090 0.018 0.045
O 0.841 1.273 0.036
H -0.949 0.142 0.878
H -0.832 -0.212 -0.967


10.
6
Properties=species:S:1:pos:R:3 method="wB97M-V/def2-TZVPD" e_homo_ha="-0.2312 / -0.4112" energy_ha=-730.5979 multiplicity=3 homo_lumo_gap_ev="6.391 / 9.090" e_above_lowest_kcal_mol=4.5 lumo_energy_ev="0.1 / -2.1"
O 0.422 -1.486 -0.545
O -0.349 0.631 0.749
Si 0.856 -0.365 0.368
Si -1.681 0.140 -0.155
H 2.060 0.154 0.952
H -1.309 0.925 -1.369


11.
8
Properties=species:S:1:pos:R:3 method="wB97M-V/def2-TZVPD" e_homo_ha="0.0107 / 0.0107" energy_ha=-984.7281 charge=-2 homo_lumo_gap_ev="5.965 / 5.964" e_above_lowest_kcal_mol=142.5 lumo_energy_ev="6.3 / 6.3"
O 1.976 0.183 1.040
O -3.538 -0.092 -0.962
O 1.974 0.442 -1.509
O -0.980 1.491 1.185
P 1.307 -0.051 -0.286
P -0.911 0.456 0.135
H 0.923 -1.428 -0.393
H -0.751 -1.001 0.789


12.
9
Properties=species:S:1:pos:R:3 method="wB97M-V/def2-TZVPD" e_homo_ha=-0.1762 energy_ha=-1440.0221 charge=-1 homo_lumo_gap_ev=8.064 e_above_lowest_kcal_mol=0.0 lumo_energy_ev=3.3
O -0.647 -1.997 1.518
O 0.681 0.303 1.124
O 1.015 -1.777 -0.343
O -1.178 -0.418 -0.577
P -0.059 -0.881 0.671
S 2.470 -1.212 -0.905
S -2.380 -1.551 -0.654
H 2.391 0.137 -0.419
H -1.638 -2.575 -0.208


13.
9
Properties=species:S:1:pos:R:3 method="wB97M-V/def2-TZVPD" e_homo_ha=-0.0707 energy_ha=-1060.2376 charge=-2 homo_lumo_gap_ev=8.141 e_above_lowest_kcal_mol=47.2 lumo_energy_ev=6.2
O 0.045 -1.048 2.105
O -1.785 0.460 1.179
O 1.001 0.675 0.060
O 5.825 0.296 6.193
O 7.068 1.805 4.578
P 6.665 0.404 4.903
P -0.443 0.561 1.806
H 0.976 -1.133 2.312
H 0.335 -0.016 -0.120


14.
4
Properties=species:S:1:pos:R:3 method="wB97M-V/def2-TZVPD" e_homo_ha=-0.9138 energy_ha=-289.9533 charge=+2 homo_lumo_gap_ev=11.624 e_above_lowest_kcal_mol=1.0 lumo_energy_ev=-13.2
Sn 1.794 0.450 -0.669
O -0.290 -0.024 0.018
H -1.216 0.158 -0.143
H -0.287 -0.585 0.793


15.
4
Properties=species:S:1:pos:R:3 method="wB97M-V/def2-TZVPD" e_homo_ha=-1.2601 energy_ha=-247.1179 charge=+3 homo_lumo_gap_ev=8.756 e_above_lowest_kcal_mol=13.5 lumo_energy_ev=-25.5
Tl -1.600 -0.339 0.634
O 0.147 0.153 -0.170
H 0.838 0.535 0.372
H 0.615 -0.350 -0.836


16.
3
Properties=species:S:1:pos:R:3 method="wB97M-V/def2-TZVPD" e_homo_ha="-0.7395 / -0.7858" energy_ha=-398.9909 charge=+1 multiplicity=2 homo_lumo_gap_ev="14.736 / 10.409" e_above_lowest_kcal_mol=0.0 lumo_energy_ev="-5.4 / -11.0"
S -0.019 -0.018 -0.098
H -0.050 1.279 0.307
H 0.287 -0.454 1.146


17.
6
Properties=species:S:1:pos:R:3 method="wB97M-V/def2-TZVPD" e_homo_ha="-0.3266 / -0.3195" energy_ha=-1593.8888 homo_lumo_gap_ev="7.202 / 6.911" e_above_lowest_kcal_mol=34.2 lumo_energy_ev="-1.7 / -1.8"
S -1.576 0.204 -0.133
S 1.508 0.058 0.116
S -1.601 -1.718 -0.136
S 1.370 -1.917 0.149
H -1.410 0.509 1.184
H 2.195 0.597 -1.089


18.
45
Properties=species:S:1:pos:R:3 method="wB97M-V/def2-TZVPD" e_homo_ha=-0.3394 energy_ha=-1146.2913 homo_lumo_gap_ev=8.757 e_above_lowest_kcal_mol=218.8 lumo_energy_ev=-0.5
H -0.159 0.658 0.931
H -1.189 -0.280 0.389
H -4.479 1.025 -2.054
H -3.700 0.327 -1.057
H 3.592 -1.900 0.167
H 3.853 -0.860 1.222
H -2.321 -3.164 -0.549
H -1.097 -3.836 -0.269
H -2.234 -2.686 -3.475
H -0.880 -2.577 -2.865
H 1.664 0.489 2.448
H 1.408 -0.217 1.212
H -1.352 -0.623 3.260
H -1.149 0.819 3.289
H 1.798 -1.803 -2.923
H 1.028 -2.080 -1.611
H 1.272 1.480 -1.406
H 2.358 2.506 -1.547
H 1.437 -1.291 2.614
H 2.595 -1.623 3.493
H -0.463 3.330 -1.735
H -1.084 2.691 -0.373
H -2.088 5.732 -0.060
H -1.757 4.257 -0.102
H 1.453 -0.027 -2.910
H 2.084 0.051 -1.557
H -3.253 -1.548 1.988
H -3.477 -1.023 3.436
H 3.674 0.779 -0.527
H 4.255 2.052 0.001
O -0.712 -0.130 1.197
O -4.556 0.332 -1.388
O 3.286 -1.090 0.469
O -1.987 -3.997 -0.607
O -1.668 -2.024 -3.074
O 1.487 0.677 1.487
O -1.795 0.201 3.103
O 1.584 -2.501 -2.272
O 1.892 1.898 -0.844
O 2.372 -1.641 2.560
O -0.488 3.375 -0.710
O -2.390 4.860 -0.466
O 1.333 -0.380 -1.947
O -3.643 -1.722 2.893
O 3.499 1.484 0.168


19.
45
Properties=species:S:1:pos:R:3 method="wB97M-V/def2-TZVPD" e_homo_ha=-0.3480 energy_ha=-1146.5777 homo_lumo_gap_ev=9.209 e_above_lowest_kcal_mol=39.2 lumo_energy_ev=-0.3
O 8.792 19.420 -20.292
H 8.735 19.392 -21.228
H 8.918 20.306 -20.066
O 8.562 16.548 -21.858
H 8.671 15.695 -21.483
H 8.512 16.390 -22.815
O 9.712 17.458 -24.281
H 10.512 17.274 -23.820
H 9.846 17.771 -25.171
O 7.651 13.817 -22.186
H 8.438 13.661 -22.703
H 7.166 14.442 -22.732
O 9.803 14.131 -23.671
H 10.019 13.227 -23.964
H 10.434 14.254 -22.974
O 8.564 19.347 -22.915
H 9.117 18.793 -23.395
H 7.724 19.220 -23.333
O 6.650 18.377 -25.150
H 6.146 18.067 -25.859
H 6.921 17.609 -24.674
O 6.959 15.925 -23.894
H 5.997 16.065 -23.950
H 7.240 15.700 -24.779
O 9.173 14.907 -18.845
H 9.413 15.734 -18.446
H 8.745 14.290 -18.203
O 7.355 17.673 -18.659
H 7.018 16.778 -18.808
H 7.917 17.974 -19.397
O 5.977 17.418 -21.390
H 6.783 17.192 -21.800
H 5.724 18.350 -21.619
O 10.751 17.533 -20.447
H 10.098 17.064 -20.955
H 10.487 18.440 -20.480
O 9.205 12.207 -20.571
H 8.618 12.940 -20.731
H 8.824 11.732 -19.844
O 11.019 14.385 -21.066
H 11.794 14.914 -20.870
H 10.454 14.565 -20.347
O 6.497 15.066 -18.740
H 6.394 14.981 -17.757
H 7.452 14.975 -18.894


20.
45
Properties=species:S:1:pos:R:3 method="wB97M-V/def2-TZVPD" e_homo_ha=-0.3985 energy_ha=-1146.4346 homo_lumo_gap_ev=10.296 e_above_lowest_kcal_mol=128.9 lumo_energy_ev=-0.5
H -0.739 -0.627 -0.240
H -0.463 -0.662 1.315
H 5.056 -2.471 -0.884
H 3.880 -1.848 -0.171
H -2.584 0.891 -0.074
H -3.454 -0.458 -0.342
H -1.861 -0.650 2.634
H -2.264 0.676 2.148
H 0.390 2.675 0.118
H -0.552 1.451 0.246
H -3.676 -2.332 0.515
H -2.510 -2.461 -0.523
H 2.196 1.034 2.862
H 1.139 1.447 1.886
H 3.717 0.568 -1.013
H 3.563 0.406 -2.554
H -1.820 2.089 -2.642
H -2.704 1.328 -1.758
H -0.315 3.118 -1.719
H 0.456 4.385 -1.553
H 0.770 2.765 2.979
H 1.802 3.420 2.089
H -1.612 -2.163 -1.867
H -0.998 -1.447 -3.012
H -2.455 -3.160 1.659
H -1.443 -3.471 0.508
H 3.299 -3.091 1.692
H 2.505 -2.951 0.285
H 0.835 0.037 -2.754
H 0.218 0.125 -1.367
O -0.261 -0.253 0.433
O 4.860 -1.712 -0.334
O -2.535 -0.073 -0.138
O -2.438 0.153 2.932
O -0.347 2.377 0.605
O -3.468 -2.460 -0.430
O 1.305 0.840 2.622
O 4.150 0.635 -1.798
O -2.013 1.937 -1.691
O -0.270 3.985 -2.040
O 1.000 3.586 2.479
O -1.829 -1.810 -2.788
O -1.474 -2.979 1.348
O 2.701 -3.555 1.014
O 0.573 -0.498 -2.022